Entry 1:
Here is 2 unconnected molecules or ions with the total composition C6H16 in a non-equilibrium geometry from the Open Molecules 2025 dataset. Energies are from the ωB97M-V functional and the def2-TZVPD basis.

LUMO level (alpha / beta)   4.076 / 4.299 eV
Energy relative to the best compared isomer or geometry (same formula, charge and spin)   1.204 eV
Total charge   -1
<S²>   0.750
M   88.194 g mol⁻¹
Multiplicity   2
Kohn-Sham gap (alpha / beta)   2.48 / 11.85 eV

```
22
C6H16, DFT the ωB97M-V functional and the def2-TZVPD basis
C -1.782 -1.491 0.073
C -1.531 -2.829 0.911
C -1.861 -0.358 1.066
H -0.988 -1.407 -0.657
H -2.629 -1.686 -0.513
H -0.483 -3.000 1.393
H -2.669 -0.547 1.744
H -0.973 -0.319 1.713
H -1.606 -3.711 0.446
H -2.147 -2.843 1.769
H -1.985 0.659 0.695
C 1.507 0.909 -0.857
C 0.947 2.082 0.106
C 2.577 1.625 -1.719
H 1.938 0.109 -0.212
H 0.725 0.411 -1.526
H 0.324 1.760 0.948
H 3.027 2.330 -1.026
H 3.325 0.942 -2.026
H 1.960 2.028 -2.517
H 1.765 2.523 0.716
H 0.560 2.810 -0.529
```

Atom charges from the Löwdin analysis, given in e for atoms 1 to 4: atom 1 (C): -0.3401, atom 2 (C): -0.2113, atom 3 (C): -0.2252, atom 4 (H): 0.0604



Entry 2:
Here is 2 unconnected molecules or ions with the total composition C6H16 in a non-equilibrium geometry from the Open Molecules 2025 dataset. Energies are from the ωB97M-V functional and the def2-TZVPD basis.

LUMO level   1.062 eV
Energy relative to the best compared isomer or geometry (same formula, charge and spin)   1.026 eV
M   88.194 g mol⁻¹
Multiplicity   1
SMILES string   CCC.CCC
Kohn-Sham gap   12.04 eV

```
22
C6H16, DFT the ωB97M-V functional and the def2-TZVPD basis
C 1.126 -1.292 0.117
C 1.283 -1.741 1.591
C 0.673 -2.346 -0.889
H 2.084 -0.840 -0.132
H 0.253 -0.639 0.044
H 2.288 -1.510 1.912
H 0.493 -1.216 2.146
H 1.242 -3.299 -0.817
H 1.088 -2.780 1.907
H 0.674 -2.042 -1.928
H -0.345 -2.702 -0.711
C -0.769 1.848 -0.932
C 0.135 1.895 0.237
C -2.257 1.887 -0.419
H -0.630 2.738 -1.571
H -0.628 0.890 -1.459
H 0.041 1.003 0.911
H 0.054 2.801 0.814
H -2.814 2.804 -0.632
H -2.906 1.085 -0.797
H 1.171 1.727 -0.058
H -2.256 1.728 0.667
```

Atom charges from the Löwdin analysis, given in e for atoms 1 to 4: atom 1 (C): -0.3110, atom 2 (C): -0.1068, atom 3 (C): -0.1337, atom 4 (H): 0.1012



Entry 3:
Here is 2 unconnected molecules or ions with the total composition C6H16 in a non-equilibrium geometry from the Open Molecules 2025 dataset. Energies are from the ωB97M-V functional and the def2-TZVPD basis.

LUMO level   1.097 eV
Energy relative to the best compared isomer or geometry (same formula, charge and spin)   0.342 eV
M   88.194 g mol⁻¹
Multiplicity   1
SMILES string   CC(C)C.CC
Kohn-Sham gap   12.24 eV

```
22
C6H16, DFT the ωB97M-V functional and the def2-TZVPD basis
C -1.242 -1.010 2.038
C -2.711 -1.355 2.281
H -0.961 -0.972 0.993
H -1.063 -0.001 2.420
H -0.618 -1.640 2.673
H -3.047 -1.062 3.273
H -2.916 -2.416 2.144
H -3.340 -0.846 1.538
C 0.946 0.708 -0.769
C 1.760 1.804 -1.512
C -0.345 0.545 -1.557
C 1.778 -0.556 -0.618
H 0.835 1.119 0.237
H 1.127 2.650 -1.799
H 2.276 1.373 -2.369
H -0.882 1.492 -1.672
H -0.030 0.197 -2.551
H -1.082 -0.160 -1.179
H 2.715 -0.239 -0.156
H 1.292 -1.222 0.099
H 2.045 -1.057 -1.553
H 2.463 2.300 -0.832
```

Atom charges from the Löwdin analysis, given in e for atoms 1 to 4: atom 1 (C): -0.1679, atom 2 (C): -0.1707, atom 3 (H): 0.0306, atom 4 (H): 0.0641



Entry 4:
Here is 2 unconnected molecules or ions with the total composition C6H16 in a non-equilibrium geometry from the Open Molecules 2025 dataset. Energies are from the ωB97M-V functional and the def2-TZVPD basis.

LUMO level   1.101 eV
Energy relative to the best compared isomer or geometry (same formula, charge and spin)   2.034 eV
M   88.194 g mol⁻¹
Multiplicity   1
SMILES string   CCC.CCC
Kohn-Sham gap   11.90 eV

```
22
C6H16, DFT the ωB97M-V functional and the def2-TZVPD basis
C -1.512 1.685 -0.490
C -0.129 2.183 -0.187
C -2.015 1.484 -1.930
H -2.170 2.479 -0.102
H -1.537 0.728 0.137
H 0.117 1.766 0.813
H 0.686 1.922 -0.928
H -1.131 1.377 -2.637
H -2.687 2.189 -2.351
H -0.175 3.321 -0.205
H -2.687 0.625 -1.860
C 0.845 -1.359 0.571
C 0.834 -2.919 0.448
C 1.884 -1.003 1.661
H 1.252 -1.038 -0.519
H -0.179 -1.012 0.681
H 0.752 -3.020 -0.612
H -0.159 -3.404 0.726
H 1.605 -1.636 2.477
H 2.827 -1.196 1.348
H 1.832 -3.278 0.904
H 1.746 0.104 2.055
```

Atom charges from the Löwdin analysis, given in e for atoms 1 to 4: atom 1 (C): -0.3470, atom 2 (C): -0.1598, atom 3 (C): -0.1164, atom 4 (H): 0.0981



Entry 5:
Here is 2 unconnected molecules or ions with the total composition C6H16 in a non-equilibrium geometry from the Open Molecules 2025 dataset. Energies are from the ωB97M-V functional and the def2-TZVPD basis.

LUMO level   1.092 eV
Energy relative to the best compared isomer or geometry (same formula, charge and spin)   1.132 eV
M   88.194 g mol⁻¹
Multiplicity   1
SMILES string   CCC.CCC
Kohn-Sham gap   11.99 eV

```
22
C6H16, DFT the ωB97M-V functional and the def2-TZVPD basis
C 0.615 2.246 0.367
C -0.926 2.024 0.300
C 1.118 2.099 1.791
H 1.128 1.553 -0.322
H 0.859 3.206 -0.069
H -1.449 2.993 0.383
H 0.875 2.755 2.613
H 0.890 1.094 2.143
H -1.284 1.347 1.074
H -1.371 1.521 -0.575
H 2.206 2.170 1.888
C -0.577 -1.644 -0.636
C 0.769 -2.287 -0.002
C -1.027 -2.402 -1.831
H -1.211 -1.473 0.252
H -0.450 -0.595 -0.927
H 1.578 -1.869 -0.611
H 0.728 -3.359 -0.142
H -1.002 -1.732 -2.712
H -0.290 -3.151 -2.188
H 0.994 -1.888 0.983
H -2.041 -2.841 -1.795
```

Atom charges from the Löwdin analysis, given in e for atoms 1 to 4: atom 1 (C): -0.2958, atom 2 (C): -0.1276, atom 3 (C): -0.1373, atom 4 (H): 0.0957



Entry 6:
Here is 3 unconnected molecules or ions with the total composition C6H16BrCl4FN2O2P from the Open Molecules 2025 dataset. Energies are from the ωB97M-V functional and the def2-TZVPD basis.

LUMO level   2.313 eV
Total charge   -1
M   419.894 g mol⁻¹
Multiplicity   1
Kohn-Sham gap   7.60 eV

```
33
C6H16BrCl4FN2O2P, DFT the ωB97M-V functional and the def2-TZVPD basis
N 0.021 3.179 0.192
C 1.377 2.836 0.585
O 2.276 3.116 -0.416
P 3.884 2.465 0.044
N 5.398 1.723 0.551
F 4.612 3.596 -0.913
O 2.955 1.288 1.126
C 1.628 1.392 0.985
Br 0.981 0.092 -0.472
H -0.580 3.086 1.004
H 0.025 4.160 -0.064
H 1.682 3.387 1.503
H 3.875 3.397 1.119
H 3.763 1.565 -1.027
H 5.768 2.217 1.356
H 5.205 0.776 0.856
H 1.075 1.017 1.845
Cl -2.881 1.076 0.333
C -2.606 -0.213 -0.864
C -3.658 -0.231 -1.940
Cl -5.276 -0.734 -1.344
H -2.556 -1.157 -0.329
H -1.632 -0.010 -1.306
H -3.375 -0.952 -2.705
H -3.782 0.751 -2.389
Cl -3.592 -3.751 -1.010
C -2.701 -5.090 -0.242
C -1.880 -4.603 0.929
Cl -0.580 -3.499 0.427
H -2.070 -5.543 -1.002
H -3.437 -5.814 0.102
H -1.418 -5.455 1.426
H -2.503 -4.067 1.640
```

Atom charges from the Löwdin analysis, given in e for atoms 1 to 4: atom 1 (N): 0.0549, atom 2 (C): -0.6108, atom 3 (O): -0.2799, atom 4 (P): 0.5013



Entry 7:
Here is 3 unconnected molecules or ions with the total composition C6H16BrN2O2 in a non-equilibrium geometry from the Open Molecules 2025 dataset. Energies are from the ωB97M-V functional and the def2-TZVPD basis.

LUMO level   -3.238 eV
Energy relative to the best compared isomer or geometry (same formula, charge and spin)   0.296 eV
Total charge   +1
M   228.110 g mol⁻¹
Multiplicity   1
Kohn-Sham gap   8.83 eV

```
27
C6H16BrN2O2, DFT the ωB97M-V functional and the def2-TZVPD basis
Br -7.592 -18.201 -8.528
C -10.636 -21.256 -7.987
C -9.276 -21.398 -8.549
O -8.980 -21.504 -9.687
N -8.205 -21.083 -7.549
H -7.327 -20.857 -8.043
H -8.339 -20.158 -7.099
C -7.997 -22.162 -6.507
H -10.813 -21.746 -7.031
H -11.375 -21.735 -8.632
H -10.892 -20.196 -7.959
H -8.944 -22.682 -6.396
H -7.771 -21.685 -5.562
H -7.252 -22.839 -6.904
C -8.277 -16.534 -12.835
C -8.814 -16.195 -11.484
O -8.629 -15.224 -10.847
N -9.601 -17.315 -10.800
H -9.440 -18.200 -11.290
H -9.043 -17.543 -9.920
C -11.000 -16.951 -10.562
H -8.930 -17.188 -13.417
H -7.310 -17.011 -12.663
H -8.214 -15.633 -13.440
H -11.043 -16.121 -9.865
H -11.553 -17.799 -10.169
H -11.466 -16.655 -11.500
```

Atom charges from the Löwdin analysis, given in e for atoms 1 to 4: atom 1 (Br): -0.0436, atom 2 (C): 0.0214, atom 3 (C): -0.4588, atom 4 (O): 0.1755



Entry 8:
Here is a single C6H16ClO2PS molecule in a non-equilibrium geometry from the Open Molecules 2025 dataset. Energies are from the ωB97M-V functional and the def2-TZVPD basis.

LUMO level   -1.128 eV
Energy relative to the best compared isomer or geometry (same formula, charge and spin)   4.163 eV
M   218.686 g mol⁻¹
Multiplicity   1
SMILES string   CC[PH3]CCCCS(=O)(=O)Cl
Kohn-Sham gap   7.11 eV

```
27
C6H16ClO2PS, DFT the ωB97M-V functional and the def2-TZVPD basis
C 4.123 -0.690 0.451
C 2.648 -1.095 -0.198
P 1.496 0.463 -0.339
C 0.223 1.875 -0.561
C -0.968 1.657 0.591
C -2.208 0.847 -0.113
C -2.851 -0.359 0.820
S -3.065 -1.843 -0.333
O -1.688 -2.447 -0.773
O -3.775 -1.270 -1.620
Cl -4.364 -3.314 0.421
H 4.326 -1.349 1.422
H 4.917 -0.967 -0.377
H 4.166 0.477 0.689
H 2.134 -1.906 0.477
H 2.787 -1.522 -1.290
H 0.490 -0.445 -0.900
H 2.452 1.156 -1.170
H 1.615 0.692 1.105
H 0.697 2.955 -0.488
H -0.211 1.782 -1.666
H -0.539 1.161 1.563
H -1.355 2.749 0.860
H -1.810 0.378 -1.116
H -3.094 1.613 -0.331
H -3.949 -0.020 1.111
H -2.198 -0.579 1.767
```

Atom charges from the Löwdin analysis, given in e for atoms 1 to 4: atom 1 (C): -0.2128, atom 2 (C): -0.4798, atom 3 (P): 0.6995, atom 4 (C): -0.4377



Entry 9:
Here is a molecular structure, C6H16CsNO2 in a non-equilibrium geometry from the Open Molecules 2025 dataset. Energies are from the ωB97M-V functional and the def2-TZVPD basis.

LUMO level (alpha / beta)   -2.820 / -2.879 eV
Total charge   +1
<S²>   0.750
M   267.104 g mol⁻¹
Multiplicity   2
Kohn-Sham gap (alpha / beta)   3.44 / 10.38 eV

```
26
C6H16CsNO2, DFT the ωB97M-V functional and the def2-TZVPD basis
Cs -10.368 32.625 -10.269
C -14.754 28.829 -4.968
O -14.255 30.097 -5.430
C -14.839 30.862 -6.536
C -13.882 32.025 -7.047
N -13.497 33.023 -5.940
H -14.328 33.482 -5.596
H -13.263 32.539 -5.085
C -12.369 33.983 -6.176
C -10.938 33.474 -6.371
O -10.105 34.556 -6.119
C -8.695 34.090 -5.914
H -15.836 28.922 -4.878
H -14.344 28.524 -4.005
H -14.443 28.013 -5.621
H -15.849 31.189 -6.288
H -14.829 30.169 -7.377
H -14.510 32.671 -7.660
H -12.990 31.527 -7.426
H -12.467 34.534 -5.240
H -12.647 34.431 -7.130
H -10.837 33.236 -7.430
H -10.605 32.575 -5.852
H -8.485 33.228 -6.547
H -8.715 33.678 -4.905
H -7.924 34.860 -5.922
```

Atom charges from the Löwdin analysis, given in e for atoms 1 to 4: atom 1 (Cs): 0.3447, atom 2 (C): -0.0718, atom 3 (O): -0.2338, atom 4 (C): -0.1464